Entry 1:
Here is C4H8N2 in the gas phase from OMol25. Energies are from the ωB97M-V functional and the def2-TZVPD basis.

The calculation puts the energy above the lowest of the compared OMol25 structures with the same formula, charge and spin at 50.6 kcal per mole. Its SMILES is C1N[C@H]1[C@H]1CN1. As for the HOMO energy: -9.504 eV. For the strongest force on any atom, the calculation gives 0.006 Eh/bohr.

```
! RIJCOSX wB97M-V def2-TZVPD def2/J DEFGRID3
* xyz 0 1
C -0.05 -1.98 -0.07
N -1.30 -1.36 0.35
C -0.33 -0.55 -0.37
C 0.31 0.56 0.39
C 0.88 1.75 -0.28
N -0.42 1.82 0.39
H -0.08 -2.69 -0.90
H 0.61 -2.25 0.74
H -2.06 -1.62 -0.27
H -0.57 -0.29 -1.41
H 0.79 0.24 1.32
H 0.83 1.84 -1.36
H 1.74 2.23 0.18
H -0.36 2.29 1.29
*
```

---

Entry 2:
Here is a molecular structure, C4H8N2 from OMol25. Energies are from the ωB97M-V functional and the def2-TZVPD basis.

The calculation puts the energy above the lowest of the compared OMol25 structures with the same formula, charge and spin at 110.0 kcal per mole. As for the HOMO energy: -10.145 eV. For the strongest force on any atom, the calculation gives 0.161 Eh/bohr.

```
! RIJCOSX wB97M-V def2-TZVPD def2/J DEFGRID3
* xyz 0 1
C -0.09 -1.02 1.21
C 0.08 -0.26 -0.09
C -0.88 -0.73 -1.20
C -0.14 1.19 0.21
H -0.03 -2.38 1.35
H 0.58 -0.84 1.92
H -1.29 -0.85 1.76
H -0.98 -2.04 -1.23
H -0.48 -0.60 -2.13
H -1.85 -0.16 -0.90
H 1.70 -1.60 -0.72
H 1.96 -0.04 -1.23
N 1.47 -0.32 -0.40
N -0.54 2.24 0.46
*
```

---

Entry 3:
Here is C4H8N2 in the gas phase from OMol25. Energies are from the ωB97M-V functional and the def2-TZVPD basis.

The calculation puts the energy above the lowest of the compared OMol25 structures with the same formula, charge and spin at 67.9 kcal per mole. Its SMILES is C1N[C@@H]1[C@H]1CN1. As for the HOMO energy: -9.358 eV. For the strongest force on any atom, the calculation gives 0.073 Eh/bohr.

```
! RIJCOSX wB97M-V def2-TZVPD def2/J DEFGRID3
* xyz 0 1
C 1.79 0.70 0.03
N 1.87 -0.79 0.02
C 0.69 -0.21 0.56
C -0.53 -0.04 -0.23
C -1.84 -0.68 0.06
N -1.69 0.74 0.37
H 2.65 1.01 0.73
H 1.65 1.38 -0.82
H 1.63 -1.13 -0.95
H 0.63 -0.31 1.71
H -0.35 0.13 -1.26
H -2.46 -0.82 -0.83
H -1.97 -1.29 1.01
H -2.06 1.30 -0.41
*
```

---

Entry 4:
Here is C4H8N2 in the gas phase from OMol25. Energies are from the ωB97M-V functional and the def2-TZVPD basis.

The calculation puts the energy above the lowest of the compared OMol25 structures with the same formula, charge and spin at 69.4 kcal per mole. As for the HOMO energy: -6.453 eV. For the strongest force on any atom, the calculation gives 0.072 Eh/bohr.

```
! RIJCOSX wB97M-V def2-TZVPD def2/J DEFGRID3
* xyz 0 1
C -1.41 0.23 0.23
C 0.55 -1.29 0.14
C 1.43 -0.15 0.00
C -0.46 1.36 0.05
H -2.41 0.42 -0.28
H -1.55 -0.02 1.28
H -0.97 -1.05 -1.34
H 0.41 -1.62 1.16
H 0.93 -2.16 -0.37
H 2.61 -0.19 0.17
H 1.39 1.83 -0.31
H -0.72 2.36 -0.39
N -0.89 -1.14 -0.28
N 0.85 1.07 -0.08
*
```

---

Entry 5:
Here is 2 unconnected molecules or ions with the total composition C4H8N2 from OMol25. Energies are from the ωB97M-V functional and the def2-TZVPD basis.

The calculation puts the energy above the lowest of the compared OMol25 structures with the same formula, charge and spin at 82.5 kcal per mole. As for the HOMO energy (spin up / spin down): -7.730 / -7.732 eV. For the strongest force on any atom, the calculation gives 0.090 Eh/bohr.

```
! RIJCOSX wB97M-V def2-TZVPD def2/J DEFGRID3
* xyz 0 1
C 2.10 -0.21 -0.05
C -1.68 -0.42 -0.21
C -0.37 -1.08 0.23
C 1.14 0.71 0.43
N 2.89 -1.03 -0.29
N 0.55 1.69 -0.24
H -2.29 -1.07 -0.84
H -2.23 -0.19 0.58
H -1.53 0.41 -0.78
H 0.23 -1.67 -0.45
H -0.25 -1.52 1.17
H 1.21 0.83 1.46
H -0.12 2.28 0.15
H 0.35 1.27 -1.15
*
```

---

Entry 6:
Here is 2 unconnected molecules or ions with the total composition C4H8N2 from OMol25. Energies are from the ωB97M-V functional and the def2-TZVPD basis.

The calculation puts the energy above the lowest of the compared OMol25 structures with the same formula, charge and spin at 118.3 kcal per mole. As for the HOMO energy: -18.075 eV. For the strongest force on any atom, the calculation gives 0.088 Eh/bohr.

```
! RIJCOSX wB97M-V def2-TZVPD def2/J DEFGRID3
* xyz 2 1
C -0.67 0.42 -0.52
C 0.14 -0.41 0.22
C -2.08 2.64 -2.56
C 1.44 -0.81 0.72
N -1.15 -0.51 0.37
N 1.19 -1.86 1.81
H -2.76 3.52 -2.84
H -2.09 1.66 -2.90
H -1.37 2.69 -1.62
H 1.88 0.05 1.14
H 2.11 -1.11 0.01
H 2.10 -2.19 2.30
H 0.73 -2.70 1.31
H 0.53 -1.39 2.56
*
```